Record 1
{"formula": "C24H30N2O4", "method": "the ωB97M-V functional and the def2-TZVPD basis", "max_force_ev_per_a": 18.9, "lumo_energy_ev": 0.34, "spin_multiplicity": 1, "homo_ev": -7.713, "e_above_lowest_kcal_mol": 494.55, "homo_lumo_gap_ev": 8.06, "symbols": ["C", "C", "H", "H", "O", "C", "C", "C", "C", "C", "C", "O", "C", "C", "O", "N", "C", "H", "C", "C", "C", "C", "H", "H", "H", "H", "H", "H", "H", "H", "H", "H", "H", "H", "H", "C", "O", "N", "C", "C", "C", "C", "C", "C", "C", "H", "H", "H", "H", "C", "H", "H", "H", "H", "H", "H", "H", "H", "H", "H"], "coordinates": [[3.720, 1.392, 2.382], [4.214, 1.070, 0.889], [4.058, 1.860, 0.169], [5.336, 0.698, 0.970], [3.795, -0.123, 0.254], [2.496, -0.057, -0.085], [1.818, 1.138, -0.101], [0.434, 1.065, -0.987], [-0.099, -0.141, -1.428], [0.606, -1.197, -1.248], [1.691, -1.420, -0.598], [2.597, -2.540, -0.538], [2.247, -3.551, -0.946], [0.767, -4.106, 0.005], [-0.091, -4.531, -0.730], [0.971, -4.006, 1.453], [2.200, -3.529, 2.145], [2.941, -3.255, 1.565], [2.421, -4.867, 2.804], [1.378, -5.425, 3.891], [0.238, -5.758, 2.831], [-0.238, -4.564, 2.295], [-1.123, -4.720, 1.488], [-0.523, -3.687, 2.981], [-0.752, -6.165, 3.293], [0.368, -6.453, 2.173], [1.888, -6.202, 4.291], [1.011, -4.714, 4.478], [3.471, -4.628, 3.636], [2.872, -5.595, 2.254], [1.705, -2.923, 2.754], [1.861, -3.706, -2.004], [2.851, -4.338, -0.662], [0.263, -2.115, -1.617], [-0.999, -0.081, -1.845], [-0.436, 2.395, -0.946], [0.416, 3.465, -1.098], [-1.649, 2.452, -0.827], [-2.553, 3.404, -1.194], [-2.201, 4.634, -1.146], [-3.081, 5.915, -1.274], [-4.459, 5.373, -1.220], [-4.727, 4.079, -1.377], [-3.743, 3.148, -1.260], [-4.338, 1.543, -1.290], [-5.455, 1.796, -1.376], [-3.895, 1.238, -2.065], [-4.002, 1.392, -0.317], [-5.935, 3.828, -1.607], [-5.471, 6.407, -1.543], [-6.156, 6.327, -2.544], [-5.053, 7.498, -1.803], [-6.243, 6.659, -0.892], [-2.737, 6.923, -1.369], [-1.108, 5.179, -1.127], [-2.136, 1.513, -0.859], [2.155, 2.047, -0.008], [3.884, 0.434, 3.073], [4.232, 2.146, 2.713], [2.604, 1.812, 2.505]], "forces_ev_per_angstrom": [[-4.7, -5.4, -1.9], [3.3, -1.3, 1.9], [0.4, 0.6, 0.2], [-1.8, 1.9, 0.1], [-1.9, -1.0, 0.7], [-2.4, -2.1, -1.3], [-6.0, -6.2, -4.7], [0.3, 0.8, 3.6], [1.1, 8.5, 1.8], [0.6, -7.7, -0.9], [8.6, 4.6, 3.5], [3.9, 17.8, 5.1], [-9.6, -15.2, -4.3], [4.2, 1.2, 0.0], [-1.2, -0.4, 1.7], [-4.1, -0.2, -5.7], [-4.9, -6.9, 0.4], [3.4, 1.8, -2.8], [4.5, 3.3, 8.0], [0.0, -0.6, -8.5], [-3.2, -0.1, 8.6], [-0.7, 5.4, -4.6], [2.1, 0.5, 1.9], [0.2, -1.6, -0.6], [1.5, 0.2, 0.3], [1.8, -3.9, -4.2], [0.9, -2.5, 1.7], [-1.1, 2.9, 2.9], [-2.4, -0.6, -2.1], [0.6, -2.0, -2.1], [-0.5, 3.6, 3.2], [0.3, 0.4, 0.8], [1.9, -1.9, 0.1], [-1.1, -1.4, -1.0], [-3.5, -0.4, -1.9], [14.7, 3.3, -1.9], [-4.2, -4.4, 0.8], [-6.8, -5.0, -0.1], [8.4, 0.2, 2.0], [4.5, 15.1, -1.0], [-1.5, -9.0, 1.2], [2.5, 6.1, -2.3], [-4.3, -1.5, -0.2], [-13.5, -6.6, -1.9], [-3.9, 8.1, 4.5], [1.8, -1.3, 0.2], [3.1, -3.6, -5.8], [0.1, -1.9, 1.6], [3.7, 0.4, 0.8], [-1.4, 3.6, -4.1], [1.9, -0.8, 1.9], [-0.2, -2.4, 0.8], [-1.1, -0.1, 1.9], [0.1, 0.2, 0.2], [-2.3, -2.9, 0.2], [1.1, 1.2, 0.4], [1.7, 4.6, 0.9], [-0.5, 2.2, -1.5], [3.5, 4.1, 1.9], [2.2, -1.5, -0.6]]}

Record 2
{"formula": "C36H99N9O9", "method": "the ωB97M-V functional and the def2-TZVPD basis", "max_force_ev_per_a": 3.3, "lumo_energy_ev": 0.30, "spin_multiplicity": 1, "homo_ev": -9.126, "e_above_lowest_kcal_mol": 132.05, "homo_lumo_gap_ev": 9.43, "smiles": "COC[C@H](C)N.COC[C@H](C)N.COC[C@H](C)N.COC[C@H](C)N.COC[C@H](C)N.COC[C@H](C)N.COC[C@H](C)N.COC[C@H](C)N.COC[C@H](C)N", "symbols": ["C", "O", "C", "C", "C", "N", "H", "H", "H", "H", "H", "H", "H", "H", "H", "H", "H", "C", "O", "C", "C", "C", "N", "H", "H", "H", "H", "H", "H", "H", "H", "H", "H", "H", "C", "O", "C", "C", "C", "N", "H", "H", "H", "H", "H", "H", "H", "H", "H", "H", "H", "C", "O", "C", "C", "C", "N", "H", "H", "H", "H", "H", "H", "H", "H", "H", "H", "H", "C", "O", "C", "C", "C", "N", "H", "H", "H", "H", "H", "H", "H", "H", "H", "H", "H", "C", "O", "C", "C", "C", "N", "H", "H", "H", "H", "H", "H", "H", "H", "H", "H", "H", "C", "O", "C", "C", "C", "N", "H", "H", "H", "H", "H", "H", "H", "H", "H", "H", "H", "C", "O", "C", "C", "C", "N", "H", "H", "H", "H", "H", "H", "H", "H", "H", "H", "H", "C", "O", "C", "C", "C", "N", "H", "H", "H", "H", "H", "H", "H", "H", "H", "H", "H"], "coordinates": [[10.055, 1.324, 15.339], [9.468, 1.206, 14.093], [9.220, -0.187, 13.793], [8.538, -0.441, 12.504], [7.142, 0.215, 12.425], [8.341, -1.840, 12.100], [10.287, 2.386, 15.424], [11.025, 0.826, 15.346], [9.351, 0.990, 16.100], [10.185, -0.674, 13.652], [8.790, -0.726, 14.637], [9.192, -0.041, 11.728], [6.477, -0.202, 13.180], [6.598, 0.048, 11.495], [7.273, 1.291, 12.544], [7.702, -2.231, 12.777], [7.928, -1.863, 11.179], [15.319, -0.121, 13.285], [14.927, -1.442, 12.911], [14.941, -2.458, 13.974], [14.682, -3.879, 13.368], [13.303, -3.974, 12.704], [14.508, -4.805, 14.502], [16.146, -0.204, 13.990], [14.547, 0.438, 13.813], [15.670, 0.440, 12.419], [15.932, -2.348, 14.414], [14.167, -2.113, 14.660], [15.481, -4.168, 12.685], [12.475, -3.924, 13.411], [13.140, -4.923, 12.194], [13.158, -3.155, 11.999], [15.431, -5.003, 14.860], [14.141, -5.711, 14.247], [6.761, -4.755, 17.878], [7.880, -4.677, 18.772], [9.051, -5.274, 18.151], [10.248, -5.314, 19.190], [10.836, -3.941, 19.540], [11.399, -6.024, 18.623], [5.961, -4.110, 18.241], [6.294, -5.731, 17.746], [6.981, -4.451, 16.855], [8.838, -6.268, 17.758], [9.465, -4.823, 17.249], [9.928, -5.837, 20.091], [11.781, -3.906, 20.082], [10.132, -3.237, 19.983], [11.005, -3.537, 18.542], [12.117, -5.975, 19.332], [11.892, -5.546, 17.882], [4.095, 4.111, 6.508], [2.999, 5.034, 6.677], [2.527, 5.597, 5.433], [3.603, 6.102, 4.439], [4.627, 7.072, 5.111], [3.032, 6.816, 3.274], [4.366, 3.521, 7.383], [4.958, 4.683, 6.166], [3.868, 3.320, 5.793], [1.816, 4.879, 5.024], [1.991, 6.517, 5.662], [4.128, 5.219, 4.077], [4.170, 8.004, 5.444], [5.519, 7.110, 4.485], [5.032, 6.672, 6.041], [2.433, 7.552, 3.621], [3.728, 7.363, 2.787], [4.141, 5.665, 14.633], [4.506, 4.990, 13.407], [3.478, 5.192, 12.417], [2.148, 4.375, 12.685], [2.299, 2.883, 13.012], [1.203, 4.520, 11.601], [4.966, 5.585, 15.341], [3.335, 5.177, 15.179], [3.893, 6.719, 14.502], [3.399, 6.265, 12.238], [3.920, 4.854, 11.480], [1.572, 4.802, 13.506], [2.628, 2.263, 12.179], [1.330, 2.475, 13.302], [3.082, 2.749, 13.758], [1.730, 4.488, 10.740], [0.985, 5.504, 11.669], [9.999, 7.010, 7.926], [9.409, 5.870, 8.417], [8.926, 5.880, 9.799], [10.057, 6.077, 10.872], [11.230, 5.183, 10.673], [9.639, 5.831, 12.216], [9.337, 7.868, 8.043], [10.311, 6.991, 6.882], [10.925, 7.218, 8.462], [8.085, 6.563, 9.919], [8.426, 4.933, 10.002], [10.384, 7.112, 10.780], [11.508, 5.174, 9.619], [10.914, 4.178, 10.951], [12.087, 5.555, 11.234], [9.772, 4.830, 12.232], [8.636, 5.892, 12.317], [5.700, -2.849, 6.946], [6.756, -1.885, 7.251], [7.605, -1.802, 6.071], [8.776, -0.826, 6.225], [8.331, 0.565, 6.615], [9.500, -0.645, 4.963], [5.033, -2.787, 7.805], [6.092, -3.853, 6.784], [5.036, -2.508, 6.152], [7.974, -2.784, 5.773], [6.945, -1.461, 5.273], [9.416, -1.231, 7.009], [7.847, 1.051, 5.768], [9.270, 1.033, 6.908], [7.626, 0.535, 7.447], [10.230, 0.002, 5.224], [9.954, -1.524, 4.758], [7.595, -8.004, 12.175], [8.280, -9.132, 12.813], [9.384, -8.699, 13.481], [10.279, -9.841, 13.922], [9.719, -10.709, 15.078], [11.563, -9.238, 14.412], [7.196, -7.278, 12.884], [6.647, -8.342, 11.757], [8.222, -7.619, 11.371], [9.965, -8.137, 12.750], [9.185, -8.031, 14.318], [10.508, -10.449, 13.047], [9.537, -10.283, 16.065], [10.400, -11.525, 15.318], [8.814, -11.177, 14.690], [11.381, -8.829, 15.318], [12.194, -10.014, 14.552], [8.350, 3.068, 21.876], [8.492, 2.282, 23.073], [7.391, 1.372, 23.236], [7.477, 0.494, 24.553], [8.766, -0.345, 24.428], [6.388, -0.449, 24.775], [9.253, 3.640, 21.662], [7.433, 3.653, 21.948], [8.233, 2.374, 21.044], [6.440, 1.886, 23.093], [7.546, 0.717, 22.379], [7.526, 1.210, 25.373], [8.670, -1.086, 23.635], [8.977, -1.001, 25.272], [9.628, 0.292, 24.225], [6.460, -1.186, 24.089], [6.690, -0.967, 25.587]], "forces_ev_per_angstrom": [[0.5, 0.9, -0.1], [-1.3, -1.5, -1.7], [1.7, -0.4, 0.6], [-2.3, 0.6, -2.3], [0.5, 0.8, 0.1], [1.3, -0.3, 1.3], [-0.2, 0.1, 0.5], [0.0, -0.5, 0.4], [0.3, -0.1, 0.4], [0.5, -0.1, 0.3], [-0.6, 0.2, 0.3], [-0.1, 0.4, -0.1], [0.1, 0.2, 0.4], [0.5, -0.1, -0.3], [-0.4, 0.1, 0.3], [-0.3, -0.5, -0.2], [-0.1, 0.0, 0.1], [0.3, -1.1, 0.7], [-0.1, -0.4, -0.4], [0.0, 1.3, -1.7], [-2.0, 0.2, 1.0], [-0.1, 0.8, -0.8], [1.5, 0.3, 0.6], [0.3, 0.2, 0.1], [-0.4, 0.0, -0.1], [-0.2, -0.3, -0.1], [0.1, -0.5, 0.5], [-0.1, -0.7, 0.4], [0.1, 0.2, -0.1], [0.3, 0.2, 0.4], [0.4, 0.0, -0.2], [0.0, -0.1, -0.2], [0.2, -0.1, 0.5], [-0.2, 0.1, -0.5], [-0.3, 0.4, 0.1], [0.6, -0.6, -1.8], [1.0, -0.2, 1.6], [0.2, 0.5, -0.4], [-1.5, 1.0, -0.9], [0.1, -1.4, 0.1], [0.3, 0.1, 0.2], [0.4, -0.6, 0.5], [0.5, 0.4, 0.0], [-0.2, -0.5, 0.6], [-0.4, 1.2, -0.1], [-0.1, -0.2, -0.1], [-0.2, -0.5, 0.1], [-0.1, -0.1, 0.3], [0.4, 0.5, 0.0], [0.1, -0.5, 0.4], [-0.6, 0.5, -0.6], [-0.3, 0.3, -0.6], [0.7, -0.2, -0.3], [0.3, 0.5, 0.1], [1.0, 0.6, 0.3], [-0.1, -1.6, 0.9], [-0.8, -0.5, 0.4], [-0.4, 0.7, 0.6], [0.2, -0.4, 0.0], [-0.2, 0.2, -0.5], [0.1, 0.0, -0.6], [-0.4, -0.2, 0.6], [0.2, 0.1, -0.2], [0.1, 0.3, -0.7], [-0.2, 0.8, -0.3], [-0.1, -0.3, 0.2], [-0.5, 0.0, 0.2], [0.5, -0.4, -0.1], [0.6, -0.8, 0.1], [-1.1, 0.9, 0.7], [0.5, -1.4, 0.4], [0.3, -0.1, 0.4], [0.9, 0.3, -0.1], [0.2, 0.9, -0.5], [0.4, 0.1, -0.4], [-0.4, -0.1, -0.4], [0.0, 0.1, -0.3], [-0.9, 0.3, 0.4], [0.0, -0.5, -0.1], [0.5, 0.2, 0.5], [0.0, 0.3, -0.4], [0.1, 0.1, 0.3], [-0.3, -0.1, 0.4], [0.0, -0.4, -0.6], [-0.8, 0.3, -0.4], [0.6, 1.5, 0.7], [-1.2, -1.9, 0.9], [1.0, -0.2, -0.4], [-0.6, 1.5, -1.5], [0.5, 0.0, -1.3], [-0.8, -0.8, 0.6], [-0.1, 0.3, 0.0], [-0.5, -0.8, -0.1], [0.2, 0.3, 0.2], [0.3, 0.8, 0.0], [0.4, -0.5, -0.5], [0.1, 0.2, 0.0], [0.1, -0.2, 0.0], [0.5, -0.2, 0.0], [-0.1, -0.4, 0.2], [-0.1, -0.4, 1.1], [-0.4, 0.6, 0.1], [0.1, 1.5, 1.3], [0.2, -1.2, -1.5], [-0.6, 0.6, 0.1], [-1.2, -0.2, 0.2], [0.0, -0.5, 0.5], [-0.2, -0.7, 0.4], [0.2, -0.5, 0.3], [0.0, 0.0, -0.1], [0.5, 0.0, -0.6], [0.1, -0.3, 0.2], [0.1, 0.2, -0.4], [0.2, 0.0, 0.2], [0.2, 0.1, 0.0], [-0.3, 0.8, 0.1], [0.2, 0.1, 0.1], [0.4, 0.2, -0.5], [0.3, -0.1, -0.4], [-0.4, -1.5, 0.3], [-2.8, 0.5, -0.9], [1.9, 0.4, -0.2], [0.7, 0.4, 2.1], [-0.4, -0.9, -1.2], [-0.5, -0.1, -1.1], [0.9, 0.4, 0.3], [0.3, -0.7, -0.3], [0.0, 0.4, 0.2], [0.5, 0.4, 0.2], [-0.3, 0.1, 0.3], [-0.1, -0.1, 0.1], [-0.2, 0.8, -0.4], [0.2, -0.1, -0.3], [-0.3, -0.1, 0.4], [0.1, 0.1, 0.2], [0.2, 0.1, 0.2], [-0.3, -1.4, 0.5], [-0.1, 0.6, 0.6], [0.5, -0.7, -0.4], [1.5, 0.3, -1.3], [0.4, 0.4, 0.1], [-0.6, 0.4, -0.1], [-0.2, 0.1, 0.5], [0.2, 0.4, -0.1], [-0.1, -0.1, -0.3], [-0.2, 0.1, 0.4], [-0.6, -0.6, -0.1], [0.0, -0.2, 0.2], [-0.2, 0.3, -0.5], [-0.1, 0.4, 0.5], [0.1, -0.2, 0.0], [-0.2, 0.0, -0.7], [-0.3, 0.1, 0.6]]}